{
  "formula": "C48H96O24S12",
  "method": "wB97M-V/def2-TZVPD",
  "smiles": "O=S1(=O)CCCC1.O=S1(=O)CCCC1.O=S1(=O)CCCC1.O=S1(=O)CCCC1.O=S1(=O)CCCC1.O=S1(=O)CCCC1.O=S1(=O)CCCC1.O=S1(=O)CCCC1.O=S1(=O)CCCC1.O=S1(=O)CCCC1.O=S1(=O)CCCC1.O=S1(=O)CCCC1",
  "homo_lumo_gap_ev": 9.65,
  "de_lowest_kcal_mol": 55.1,
  "lumo_ev": -0.16,
  "homo_energy_ev": -9.81,
  "total_energy_ev": -230489.5638,
  "elements": ["S", "S", "S", "S", "S", "S", "S", "S", "S", "S", "S", "S", "O", "O", "O", "O", "O", "O", "O", "O", "O", "O", "O", "O", "O", "O", "O", "O", "O", "O", "O", "O", "O", "O", "O", "O", "C", "C", "C", "C", "C", "C", "C", "C", "C", "C", "C", "C", "C", "C", "C", "C", "C", "C", "C", "C", "C", "C", "C", "C", "C", "C", "C", "C", "C", "C", "C", "C", "C", "C", "C", "C", "C", "C", "C", "C", "C", "C", "C", "C", "C", "C", "C", "C", "H", "H", "H", "H", "H", "H", "H", "H", "H", "H", "H", "H", "H", "H", "H", "H", "H", "H", "H", "H", "H", "H", "H", "H", "H", "H", "H", "H", "H", "H", "H", "H", "H", "H", "H", "H", "H", "H", "H", "H", "H", "H", "H", "H", "H", "H", "H", "H", "H", "H", "H", "H", "H", "H", "H", "H", "H", "H", "H", "H", "H", "H", "H", "H", "H", "H", "H", "H", "H", "H", "H", "H", "H", "H", "H", "H", "H", "H", "H", "H", "H", "H", "H", "H", "H", "H", "H", "H", "H", "H", "H", "H", "H", "H", "H", "H"],
  "coordinates": [[2.619, -5.062, 1.010], [7.127, 0.188, 2.009], [-6.404, -2.712, 3.308], [0.346, 4.311, 2.294], [-4.468, 4.471, -0.942], [-2.397, 2.416, 5.765], [1.263, -0.553, 0.176], [4.577, 3.007, -1.226], [4.752, -3.266, -4.032], [-5.097, -0.174, -1.444], [1.422, 1.925, -4.093], [-1.847, -2.762, -2.810], [-5.818, 3.897, -0.749], [3.363, -5.886, 0.081], [-0.537, 3.356, 1.672], [-0.116, 5.464, 3.028], [7.446, 0.345, 0.593], [-3.755, 4.120, -2.170], [1.418, -1.628, -0.861], [3.224, 3.533, -1.467], [-1.933, -1.324, -3.173], [2.396, 0.205, 0.660], [-5.378, -1.599, -1.471], [7.957, 0.763, 3.068], [-1.066, 2.966, 5.532], [5.935, -2.681, -4.588], [-6.402, -1.815, 4.458], [-2.213, -3.132, -1.438], [-4.100, 0.364, -0.476], [-7.651, -3.371, 2.812], [1.980, 1.128, -3.012], [3.039, -3.724, 1.382], [-3.214, 2.934, 6.841], [5.119, 3.109, 0.141], [2.034, 1.961, -5.436], [3.615, -3.695, -4.838], [-4.216, -2.376, 1.779], [2.880, 5.077, 1.890], [5.218, -4.567, -2.793], [-5.596, 1.448, -3.614], [-3.698, 5.140, 1.571], [0.474, -1.301, 1.718], [-1.231, 0.190, 0.680], [-3.580, 0.229, 5.169], [1.625, 4.827, 1.065], [1.551, 3.451, 3.283], [-0.411, -4.913, -3.733], [-5.678, -1.876, 1.893], [4.758, 1.249, -1.827], [6.409, 2.477, -3.226], [6.638, -1.587, 2.299], [0.736, 3.549, -3.503], [0.855, -5.084, 0.624], [5.798, 3.665, -2.436], [-4.270, -3.904, 2.224], [-3.356, 2.466, 4.238], [-2.306, 0.583, 5.855], [-4.551, 6.313, -0.485], [-1.361, 2.226, -3.812], [-4.588, 0.388, -3.157], [5.649, -3.788, -1.554], [-6.730, 0.691, -1.527], [-6.983, 1.043, -3.050], [5.126, -2.272, -1.564], [-3.768, 6.462, 0.824], [5.354, 1.406, -3.228], [0.023, -5.319, 1.884], [4.135, -2.122, -2.718], [-3.466, 4.047, 0.489], [-0.316, 1.274, -4.417], [-1.577, -4.835, -4.680], [5.361, 0.795, 2.298], [0.887, -6.463, 2.463], [5.109, -1.587, 2.666], [-0.163, -3.490, -3.217], [2.350, -6.066, 2.467], [-3.793, 1.057, 3.913], [-0.638, -0.317, 1.994], [-2.629, -3.932, -4.021], [3.004, 3.878, 2.819], [-0.757, 3.610, -3.801], [4.648, -0.241, 3.147], [-5.132, -4.037, 3.501], [-0.082, 0.656, -0.238], [0.627, -4.178, 0.062], [-0.533, 1.259, -5.485], [0.189, -2.843, -4.021], [0.834, 3.315, -2.443], [-5.562, 6.649, -0.256], [-3.549, 0.711, -3.209], [-3.086, 0.691, 3.169], [3.790, 0.776, -1.666], [2.887, 6.039, 2.403], [-4.817, 1.024, 3.541], [4.651, 1.578, -4.043], [4.060, -1.085, -3.047], [1.221, -1.356, 2.510], [3.742, 5.116, 1.224], [-5.769, -0.790, 1.891], [-3.193, -3.400, -4.788], [-0.355, 0.211, -4.179], [-1.532, 2.021, -2.756], [-2.336, 2.193, -4.298], [7.328, 2.163, -2.732], [-4.822, -4.395, 1.423], [1.418, 4.327, -3.846], [-2.799, 5.104, 2.187], [-1.202, 4.345, -3.129], [6.658, 2.864, -4.214], [1.264, 5.669, 0.474], [-4.136, 7.300, 1.416], [-4.382, 0.330, 5.900], [3.101, -2.360, -2.471], [0.521, -6.740, 3.452], [5.991, -1.617, -1.673], [-4.241, 6.866, -1.372], [-7.701, 1.852, -3.188], [-1.819, -0.591, 0.198], [-0.316, 0.553, 2.566], [0.505, -3.360, -2.365], [-3.615, 3.028, 0.845], [5.841, -5.270, -3.346], [0.930, -7.388, 1.888], [0.170, -2.310, 1.440], [-5.687, -4.966, 3.624], [3.771, 3.877, 3.593], [-7.450, -0.008, -1.100], [-2.011, -5.824, -4.822], [3.383, 3.010, 2.280], [4.264, -5.042, -2.566], [-2.448, 4.175, 0.121], [3.080, -6.857, 2.295], [-3.735, -2.211, 0.814], [-3.355, -4.445, -3.391], [-2.189, 0.235, 6.881], [0.699, -5.949, -0.022], [2.583, -5.391, 3.290], [-3.266, -4.311, 2.347], [-1.955, 0.953, 0.963], [-3.621, -0.808, 4.836], [-0.844, 4.111, -4.765], [1.300, 3.624, 4.329], [-6.279, -2.112, 1.015], [-1.377, -0.736, 2.677], [-5.379, 2.450, -3.243], [5.906, 0.520, -3.540], [4.592, -1.637, 1.708], [-4.208, 3.142, 4.299], [-0.041, -4.385, 2.443], [4.809, 0.781, 1.358], [-1.242, -4.424, -5.633], [5.421, 1.852, 2.555], [6.895, -2.105, 1.376], [-2.711, 6.683, 0.675], [4.810, -2.358, 3.376], [-1.038, -5.429, 1.660], [5.129, -0.166, 4.123], [0.259, 1.615, 0.150], [5.218, 4.375, -3.026], [3.576, -0.129, 3.308], [1.439, 2.388, 3.070], [6.548, 4.276, -1.933], [-6.592, 1.640, -1.010], [5.450, 0.713, -1.178], [4.718, -2.003, -0.589], [-4.531, 5.004, 2.261], [-2.593, 2.741, 3.509], [-4.603, -0.479, -3.818], [-7.339, 0.187, -3.623], [-4.466, -3.719, 4.303], [-5.498, 1.573, -4.693], [0.510, -5.341, -4.130], [6.703, -3.894, -1.298], [7.304, -2.039, 3.033], [-1.438, 0.241, 5.292], [-0.654, -5.572, -2.899], [-3.556, -1.851, 2.470], [-0.165, 0.754, -1.321], [5.087, -4.188, -0.710], [1.904, 3.964, 0.461]],
  "lowdin_charge": [0.686, 0.736, 0.725, 0.671, 0.738, 0.704, 0.759, 0.755, 0.693, 0.729, 0.742, 0.746, -0.361, -0.320, -0.346, -0.307, -0.358, -0.343, -0.362, -0.351, -0.357, -0.336, -0.347, -0.340, -0.339, -0.317, -0.346, -0.355, -0.357, -0.361, -0.344, -0.318, -0.314, -0.351, -0.352, -0.358, -0.180, -0.221, -0.199, -0.218, -0.209, -0.170, -0.211, -0.256, -0.201, -0.200, -0.226, -0.234, -0.199, -0.198, -0.173, -0.199, -0.244, -0.202, -0.191, -0.215, -0.203, -0.171, -0.220, -0.207, -0.186, -0.180, -0.177, -0.184, -0.222, -0.227, -0.177, -0.209, -0.224, -0.191, -0.213, -0.215, -0.209, -0.216, -0.192, -0.228, -0.207, -0.235, -0.202, -0.177, -0.225, -0.244, -0.199, -0.153, 0.080, 0.099, 0.106, 0.077, 0.099, 0.059, 0.089, 0.060, 0.116, 0.123, 0.112, 0.080, 0.100, 0.100, 0.094, 0.100, 0.069, 0.099, 0.111, 0.121, 0.114, 0.109, 0.090, 0.106, 0.120, 0.110, 0.120, 0.127, 0.075, 0.115, 0.099, 0.094, 0.112, 0.093, 0.105, 0.070, 0.098, 0.103, 0.120, 0.075, 0.101, 0.118, 0.097, 0.119, 0.078, 0.086, 0.088, 0.106, 0.086, 0.099, 0.113, 0.109, 0.106, 0.093, 0.091, 0.100, 0.117, 0.093, 0.089, 0.094, 0.082, 0.115, 0.078, 0.113, 0.102, 0.063, 0.121, 0.089, 0.082, 0.114, 0.117, 0.111, 0.111, 0.077, 0.095, 0.110, 0.085, 0.100, 0.070, 0.083, 0.090, 0.115, 0.079, 0.095, 0.107, 0.095, 0.115, 0.122, 0.110, 0.093, 0.096, 0.112, 0.084, 0.082, 0.069, 0.076]
}



{
  "formula": "C49H100Cl16N8O17",
  "method": "wB97M-V/def2-TZVPD",
  "homo_lumo_gap_ev": 8.63,
  "lumo_ev": 0.02,
  "homo_energy_ev": -8.61,
  "total_energy_ev": -299522.2004,
  "elements": ["Cl", "Cl", "Cl", "Cl", "Cl", "Cl", "Cl", "Cl", "Cl", "Cl", "Cl", "Cl", "Cl", "Cl", "Cl", "Cl", "O", "O", "O", "O", "O", "O", "O", "O", "O", "O", "O", "O", "O", "O", "O", "O", "O", "N", "N", "N", "N", "N", "N", "N", "N", "C", "C", "C", "C", "C", "C", "C", "C", "C", "C", "C", "C", "C", "C", "C", "C", "C", "C", "C", "C", "C", "C", "C", "C", "C", "C", "C", "C", "C", "C", "C", "C", "C", "C", "C", "C", "C", "C", "C", "C", "C", "C", "C", "C", "C", "C", "C", "C", "C", "H", "H", "H", "H", "H", "H", "H", "H", "H", "H", "H", "H", "H", "H", "H", "H", "H", "H", "H", "H", "H", "H", "H", "H", "H", "H", "H", "H", "H", "H", "H", "H", "H", "H", "H", "H", "H", "H", "H", "H", "H", "H", "H", "H", "H", "H", "H", "H", "H", "H", "H", "H", "H", "H", "H", "H", "H", "H", "H", "H", "H", "H", "H", "H", "H", "H", "H", "H", "H", "H", "H", "H", "H", "H", "H", "H", "H", "H", "H", "H", "H", "H", "H", "H", "H", "H", "H", "H", "H", "H", "H", "H", "H", "H", "H", "H", "H", "H", "H", "H"],
  "coordinates": [[9.623, 6.308, 0.237], [15.060, 5.384, -7.477], [8.252, -1.312, 0.976], [18.634, 2.564, 2.086], [16.086, 9.279, -3.006], [12.699, 3.884, -9.171], [17.444, 3.881, -1.295], [19.179, 6.444, 0.368], [14.600, 5.879, 6.309], [12.542, 1.838, 6.211], [13.372, 0.705, -3.693], [10.296, 1.116, -0.443], [6.310, 6.796, 0.295], [18.201, 4.053, 5.125], [16.509, 3.555, -4.973], [17.719, 11.160, -5.206], [10.300, 8.804, 5.429], [15.879, 8.785, -9.325], [16.324, 8.065, 3.072], [20.692, 7.402, -5.303], [8.860, 2.637, -4.248], [13.131, 11.331, 0.905], [5.521, 2.924, -3.473], [14.223, 5.748, -0.918], [11.098, 4.515, 3.682], [5.279, 4.576, -2.126], [14.887, 6.103, -3.035], [7.798, 8.447, -3.824], [14.584, 6.622, 3.011], [13.188, 4.642, -2.459], [4.534, 4.826, -4.296], [15.007, 8.141, 1.405], [15.050, 1.093, 2.197], [8.154, 6.865, -5.472], [11.250, 2.250, 3.544], [16.836, 10.545, -8.253], [9.571, 2.137, -6.318], [11.685, 10.245, -0.417], [11.861, 7.395, 4.539], [20.012, 8.390, -7.226], [14.046, -0.646, 1.312], [8.754, 7.735, -0.620], [11.022, 7.849, 5.529], [12.532, 5.544, -8.389], [13.317, 5.601, -7.144], [15.912, 8.999, 0.963], [19.917, 7.502, -6.230], [9.854, -1.505, 0.297], [14.114, 4.233, 5.712], [17.475, 11.060, -9.386], [15.271, 9.211, -7.000], [11.104, 7.145, 6.924], [6.772, 8.824, -5.913], [14.807, 0.424, 1.244], [18.783, 6.587, -6.265], [17.757, 9.891, -2.768], [15.261, 7.565, 2.561], [14.137, 5.625, -2.203], [12.590, 9.062, -0.772], [15.227, 0.930, -0.107], [14.998, 2.565, -5.038], [5.729, 2.394, -2.138], [18.086, 11.228, -3.489], [17.798, 4.706, 3.556], [7.321, 7.382, -1.068], [16.931, 8.735, 2.036], [10.934, 12.360, 0.515], [12.340, 4.516, -1.362], [10.976, 0.944, 2.959], [13.603, -1.478, 0.209], [5.078, 4.165, -3.382], [10.754, 3.473, 3.232], [7.264, 2.480, -6.060], [9.568, 3.462, 2.154], [18.580, 6.379, -1.235], [21.156, 9.302, -7.434], [12.008, 11.280, 0.366], [13.217, 3.443, 6.753], [14.880, 1.712, -3.759], [8.616, 2.382, -5.437], [6.206, 3.678, -1.471], [11.604, 7.860, 3.188], [17.346, 3.639, 2.564], [10.096, -0.633, -0.950], [7.668, 8.097, -4.997], [18.650, 5.002, -1.993], [11.002, 1.892, -6.008], [15.947, 9.544, -8.289], [13.271, 4.919, -0.179], [8.947, 5.993, -4.731], [9.233, 1.836, -7.221], [15.471, 9.994, 0.893], [17.774, 12.108, -9.375], [18.410, 10.502, -9.429], [17.002, 3.945, 1.575], [8.265, 5.391, -4.131], [17.765, 10.182, -1.718], [10.383, 12.204, 1.443], [15.719, 1.017, -3.773], [18.704, 5.279, 3.357], [13.699, -0.890, 2.229], [10.753, 10.227, -0.805], [6.038, 3.471, -0.414], [11.992, 6.524, 7.042], [21.885, 8.759, -8.035], [7.833, 6.657, -6.406], [5.945, 9.010, -5.229], [17.593, 6.827, -1.114], [6.492, 1.637, -1.956], [11.492, 5.185, -1.510], [19.583, 4.439, -2.036], [16.960, 10.985, -10.344], [15.129, 10.086, -6.366], [17.355, 11.958, -3.142], [18.615, 6.234, -7.283], [10.054, 3.639, 1.194], [17.000, 5.395, 3.829], [10.144, 6.716, 7.210], [11.415, 0.759, 1.979], [8.736, 8.632, 0.000], [12.784, 6.386, -9.034], [7.323, 2.615, -7.141], [9.721, 6.425, -4.097], [10.204, 12.344, -0.294], [11.481, 0.171, 3.538], [10.541, -1.157, 1.069], [10.030, -2.573, 0.171], [13.824, 3.224, 7.632], [12.937, 4.962, -6.346], [12.115, 3.450, -1.356], [14.864, 2.071, -6.000], [16.014, 0.370, -0.612], [18.411, 9.042, -2.970], [17.859, 8.188, 1.867], [8.882, 2.615, 2.145], [11.505, 1.278, -6.755], [15.811, 8.486, -6.390], [10.924, -1.130, -1.456], [13.618, 9.388, -0.613], [11.322, 7.862, 7.717], [11.516, 2.853, -5.990], [19.235, 8.475, -7.865], [15.664, 1.916, 0.044], [9.253, -0.746, -1.631], [12.672, 8.850, -1.838], [18.989, 5.733, -5.619], [6.553, 8.282, -6.834], [13.060, -2.335, 0.606], [18.417, 5.141, -3.049], [14.456, 1.210, -0.826], [9.432, 7.914, -1.455], [12.370, 8.609, 2.988], [6.682, 8.145, -1.514], [16.445, 8.690, 0.064], [11.274, 13.394, 0.580], [9.893, 0.816, 2.936], [14.449, -2.083, -0.115], [20.762, 10.204, -7.902], [10.592, 8.254, 3.098], [6.853, 3.410, -5.667], [19.220, 7.157, -1.652], [8.768, 4.185, 2.312], [13.616, 4.364, 4.752], [12.258, 6.477, 4.676], [19.082, 11.642, -3.328], [14.979, 3.609, 5.484], [7.221, 3.957, -1.752], [11.082, 1.351, -5.065], [4.818, 1.999, -1.689], [11.920, 2.195, 4.298], [17.909, 7.080, -5.841], [12.368, 4.048, 7.072], [11.479, 5.639, -8.122], [11.701, 7.123, 2.391], [14.200, 3.308, -5.032], [9.304, 5.255, -5.449], [13.161, -0.860, -0.574], [7.266, 9.773, -6.122], [12.707, 5.562, 0.496], [7.466, 6.605, -1.818], [12.459, 8.136, -0.213], [14.750, 2.360, -2.892], [14.288, 8.785, -7.197], [21.686, 9.793, -6.618], [17.092, 10.956, -7.367], [6.567, 1.676, -5.826], [16.540, 3.039, 2.986], [17.110, 9.738, 2.424], [13.659, 4.080, 0.398], [13.305, 6.601, -6.709]],
  "lowdin_charge": [0.554, 0.559, 0.575, 0.561, 0.570, 0.491, 0.570, 0.645, 0.576, 0.615, 0.552, 0.572, 0.554, 0.572, 0.544, 0.625, 0.042, -0.026, 0.123, 0.041, 0.008, 0.002, 0.044, 0.059, 0.065, 0.032, 0.081, 0.023, 0.081, 0.003, 0.090, 0.077, 0.062, -0.005, -0.005, -0.021, 0.016, 0.039, 0.023, 0.026, 0.022, -0.535, -0.534, -0.608, -0.666, -0.169, -0.619, -0.701, -0.580, -0.095, -0.025, -0.004, 0.001, -0.600, -0.012, -0.615, -0.569, -0.575, -0.018, 0.002, -0.617, -0.089, -0.615, -0.679, -0.636, -0.141, 0.001, -0.145, -0.106, -0.067, -0.559, -0.519, 0.005, -0.029, -0.682, -0.056, -0.530, -0.550, -0.610, -0.582, -0.114, -0.088, -0.686, -0.582, -0.513, -0.562, -0.059, -0.498, -0.035, -0.095, 0.128, 0.134, 0.088, 0.076, 0.018, 0.075, 0.059, 0.085, 0.071, 0.049, 0.140, 0.110, 0.132, 0.009, 0.085, 0.127, 0.100, 0.044, 0.131, 0.087, 0.075, 0.096, 0.062, 0.062, 0.092, 0.021, 0.041, 0.078, 0.018, 0.069, 0.084, 0.080, 0.095, 0.069, 0.080, 0.027, 0.075, 0.062, 0.060, 0.106, 0.078, 0.097, 0.056, 0.086, 0.053, 0.083, 0.066, 0.064, 0.050, 0.072, 0.064, 0.126, 0.047, 0.066, 0.075, 0.075, 0.083, 0.087, 0.042, 0.054, 0.046, 0.077, 0.066, 0.110, 0.081, 0.072, 0.087, 0.069, 0.081, 0.073, 0.048, 0.061, 0.042, 0.073, 0.082, 0.053, 0.131, 0.032, 0.135, -0.026, 0.082, 0.052, 0.066, 0.044, 0.037, 0.080, 0.066, 0.093, 0.102, 0.042, 0.064, 0.035, 0.073, 0.081, 0.016, 0.094, 0.049, 0.140, 0.132, 0.060]
}